The following is a DFT calculation (ωB97M-V/def2-TZVPD) of a structure of composition C72H98N5O5RbSe.

```
! RIJCOSX wB97M-V def2-TZVPD def2/J DEFGRID3
* xyz -2 1
Rb 0.803 -1.409 -0.553
C 3.641 0.027 0.629
O 2.256 0.295 0.621
C 1.930 1.637 0.639
C 1.064 2.114 1.630
C 0.247 1.208 2.511
C -1.222 1.279 2.178
C -2.115 1.919 2.998
C -3.497 1.883 2.796
C -3.961 1.103 1.738
C -3.098 0.437 0.897
C -3.590 -0.463 -0.212
C -3.387 0.244 -1.524
C -4.196 1.339 -1.792
C -4.075 2.071 -2.960
C -2.987 1.782 -3.776
C -2.125 0.725 -3.524
C -0.888 0.552 -4.371
C 0.139 1.601 -4.002
C 0.086 2.851 -4.580
C 0.990 3.858 -4.269
C 1.929 3.561 -3.283
C 2.026 2.328 -2.685
C 3.057 2.097 -1.602
C 2.468 2.540 -0.286
C 2.367 3.903 -0.027
C 1.665 4.399 1.061
C 0.946 3.482 1.817
C 1.649 5.869 1.453
C 2.490 6.740 0.518
C 2.227 6.003 2.871
C 0.211 6.396 1.434
C 1.168 1.240 -3.068
O 1.333 0.057 -2.658
C 1.025 5.217 -4.954
C 2.394 5.393 -5.631
C 0.820 6.329 -3.914
C -0.054 5.359 -6.032
C -2.406 -0.124 -2.445
O -1.769 -1.351 -2.316
C -1.981 -2.207 -3.412
C -5.067 3.157 -3.346
C -5.615 2.874 -4.753
C -4.355 4.513 -3.328
C -6.267 3.214 -2.394
C -1.679 0.531 1.044
O -0.895 -0.056 0.258
C -4.402 2.636 3.760
C -4.272 2.020 5.162
C -5.879 2.571 3.358
C -3.991 4.117 3.798
H 3.868 -0.587 1.507
H 3.947 -0.523 -0.272
H 4.231 0.948 0.696
H 0.547 0.167 2.379
H 0.392 1.499 3.558
H -1.726 2.441 3.867
H -5.025 0.980 1.579
H -3.013 -1.391 -0.195
H -4.652 -0.686 -0.065
H -4.945 1.584 -1.059
H -2.788 2.394 -4.643
H -0.418 -0.409 -4.178
H -1.148 0.633 -5.434
H -0.685 3.028 -5.319
H 2.630 4.328 -2.978
H 3.282 1.034 -1.612
H 3.968 2.668 -1.821
H 2.859 4.574 -0.712
H 0.295 3.818 2.611
H 3.524 6.405 0.505
H 2.099 6.713 -0.496
H 2.475 7.774 0.862
H 3.269 5.687 2.880
H 2.174 7.039 3.205
H 1.681 5.380 3.573
H -0.205 6.309 0.433
H -0.422 5.825 2.105
H 0.186 7.442 1.738
H 3.195 5.353 -4.897
H 2.555 4.588 -6.347
H 2.453 6.348 -6.157
H 1.572 6.263 -3.132
H 0.888 7.316 -4.375
H -0.158 6.227 -3.447
H 0.055 4.579 -6.783
H -1.048 5.294 -5.594
H 0.037 6.327 -6.530
H -2.513 -1.700 -4.223
H -1.025 -2.576 -3.801
H -2.586 -3.068 -3.094
H -4.821 2.887 -5.494
H -6.092 1.897 -4.779
H -6.353 3.627 -5.030
H -3.535 4.523 -4.040
H -5.048 5.316 -3.580
H -3.941 4.699 -2.340
H -6.756 2.244 -2.333
H -5.964 3.516 -1.396
H -6.995 3.937 -2.762
H -4.522 0.962 5.117
H -3.255 2.104 5.534
H -4.943 2.510 5.870
H -6.241 1.547 3.392
H -6.477 3.166 4.050
H -6.024 2.965 2.354
H -2.959 4.230 4.114
H -4.086 4.553 2.805
H -4.624 4.680 4.486
C -1.362 -5.846 0.194
C -1.179 -5.233 -1.207
N 0.172 -4.833 -1.525
C 1.130 -5.899 -1.731
C 1.774 -6.330 -0.395
N 1.978 -5.152 0.423
C 1.668 -5.266 1.834
C 0.224 -5.724 2.106
N -0.807 -5.105 1.303
H -0.985 -6.877 0.195
H -2.453 -5.918 0.350
H -1.792 -4.333 -1.267
H -1.572 -5.976 -1.933
H 0.153 -4.212 -2.326
H 1.921 -5.519 -2.379
H 0.676 -6.783 -2.226
H 2.700 -6.890 -0.614
H 1.103 -7.012 0.128
H 2.904 -4.763 0.295
H 1.786 -4.273 2.269
H 2.339 -5.966 2.369
H 0.024 -5.487 3.158
H 0.141 -6.813 2.005
H -0.522 -4.170 1.035
C 3.571 -4.773 -4.923
N 4.201 -4.715 -3.640
C 4.564 -3.557 -3.004
Se 4.564 -1.885 -3.689
N 5.107 -3.921 -1.802
C 5.146 -5.285 -1.692
C 5.667 -6.130 -0.720
C 5.570 -7.503 -0.961
C 4.984 -8.000 -2.108
C 4.462 -7.157 -3.092
C 4.562 -5.791 -2.866
H 3.237 -3.767 -5.181
H 2.716 -5.451 -4.891
H 4.277 -5.117 -5.686
H 5.410 -3.243 -1.122
H 6.137 -5.744 0.171
H 5.963 -8.188 -0.224
H 4.926 -9.068 -2.257
H 4.021 -7.554 -3.992
C 3.619 -2.487 3.629
C 3.165 -1.627 4.809
C 3.023 -0.175 4.345
C 1.869 -2.118 5.423
C 1.855 -2.399 6.771
C 0.695 -2.768 7.433
C -0.486 -2.794 6.709
C -0.534 -2.545 5.353
C -1.907 -2.580 4.706
C -2.085 -1.530 3.618
C -2.229 -3.971 4.148
C 0.678 -2.263 4.616
O 0.719 -2.158 3.359
H 4.577 -2.137 3.237
H 2.859 -2.408 2.854
H 3.724 -3.530 3.927
H 3.941 -1.660 5.590
H 2.321 -0.132 3.519
H 3.981 0.229 4.009
H 2.646 0.452 5.152
H 2.781 -2.320 7.336
H 0.706 -2.990 8.495
H -1.415 -3.013 7.232
H -2.640 -2.367 5.504
H -1.361 -1.678 2.823
H -1.934 -0.535 4.028
H -3.086 -1.575 3.194
H -1.658 -4.140 3.242
H -3.289 -4.053 3.904
H -1.986 -4.740 4.882
*
```

Computed properties:
ΔE to the lowest compared entry with this formula, charge and spin (kcal per mole): 27.77
Strongest force on any atom (Eh/bohr): 0.0438
Calculated total energy (a.u.): -5877.97452
Highest occupied orbital energy (eV): -1.47